1.
The following is a quantum chemistry calculation of a structure of composition C44H45N3P2RuSSb2Se2, from the OMol25 dataset.

## Properties
**E**: -226578.066 eV
**Kohn-Sham gap (spin up / spin down)**: 7.2633 / 5.0527 eV
**2S+1**: 5
**Energy relative to the best compared isomer or geometry (same formula, charge and spin)**: 0.0 kcal/mol
**LUMO energy (spin up / spin down)**: -4.8 / -7.5 eV
**Net charge**: +2
**Molar mass**: 1212.39 g/mol
**Strongest force on any atom**: 0.4 eV Å⁻¹

Atoms and positions in Å:
Ru (0.2755, 0.0859, -0.1049)
C (-1.1235, -1.0288, 3.4595)
Sb (0.3209, 0.1878, 2.4978)
C (-0.1115, 2.0758, 3.3343)
C (2.1049, -0.3388, 3.5560)
C (3.0861, 0.7969, 3.5228)
C (3.0412, 1.7502, 4.5385)
C (3.8829, 2.8491, 4.5366)
C (4.7990, 3.0080, 3.5078)
C (4.8721, 2.0545, 2.5063)
C (4.0307, 0.9435, 2.4947)
C (4.1954, -0.0707, 1.4012)
Sb (2.9018, 0.2554, -0.2677)
C (3.5046, 2.1979, -0.8441)
C (3.8635, -0.9687, -1.7040)
H (-1.1249, -0.7940, 4.5227)
H (-0.8833, -2.0825, 3.3252)
H (-2.1120, -0.8333, 3.0465)
H (-0.0764, 2.0160, 4.4203)
H (-1.1091, 2.3769, 3.0161)
H (0.6157, 2.8057, 2.9840)
H (2.5024, -1.2651, 3.1433)
H (1.7856, -0.5431, 4.5785)
H (2.3404, 1.6186, 5.3547)
H (3.8324, 3.5693, 5.3417)
H (5.4699, 3.8559, 3.4961)
H (5.6157, 2.1592, 1.7244)
H (4.0565, -1.0941, 1.7499)
H (5.2030, -0.0099, 0.9869)
H (4.5535, 2.1782, -1.1352)
H (3.3685, 2.8747, -0.0024)
H (2.8898, 2.5184, -1.6823)
H (4.9253, -0.7272, -1.6994)
H (3.4471, -0.7710, -2.6887)
H (3.7335, -2.0195, -1.4513)
Se (-0.2562, -3.6472, -5.9292)
P (-0.7543, -1.4890, -5.8145)
C (0.0838, -0.8425, -7.2623)
C (-0.4341, -1.3451, -8.4666)
C (0.1057, -0.9392, -9.6717)
C (1.1525, -0.0258, -9.6850)
C (1.6584, 0.4765, -8.4960)
C (1.1368, 0.0718, -7.2765)
C (-2.5102, -1.2099, -6.0245)
C (-3.4409, -2.2408, -5.9602)
C (-4.7861, -1.9653, -6.1478)
C (-5.1953, -0.6648, -6.4043)
C (-4.2656, 0.3656, -6.4738)
C (-2.9209, 0.0985, -6.2863)
C (-0.1899, -0.8128, -4.2636)
C (-0.5625, -1.0269, -2.9330)
N (0.2431, -0.2297, -2.2065)
N (1.0589, 0.4233, -3.0145)
N (0.8177, 0.0880, -4.2507)
P (-1.6802, -2.1027, -2.0455)
Se (-1.2810, -1.8293, 0.0896)
C (-3.3681, -1.6439, -2.4146)
C (-3.6227, -0.3576, -2.8922)
C (-4.9300, 0.0782, -3.0270)
C (-5.9804, -0.7617, -2.6845)
C (-5.7284, -2.0367, -2.1951)
C (-4.4243, -2.4771, -2.0465)
C (-1.3178, -3.7886, -2.5575)
C (-0.0978, -4.3258, -2.1403)
C (0.2644, -5.6029, -2.5276)
C (-0.5897, -6.3571, -3.3238)
C (-1.8056, -5.8318, -3.7346)
C (-2.1717, -4.5454, -3.3568)
H (-1.2663, -2.0399, -8.4631)
H (-0.2920, -1.3294, -10.5981)
H (1.5723, 0.2971, -10.6282)
H (2.4694, 1.1916, -8.5135)
H (1.5380, 0.4562, -6.3544)
H (-3.1144, -3.2626, -5.8121)
H (-5.5105, -2.7678, -6.1142)
H (-6.2438, -0.4525, -6.5671)
H (-4.5863, 1.3752, -6.6919)
H (-2.1952, 0.9003, -6.3639)
H (-2.8059, 0.3054, -3.1526)
H (-5.1267, 1.0755, -3.3968)
H (-7.0013, -0.4188, -2.7896)
H (-6.5483, -2.6830, -1.9124)
H (-4.2380, -3.4566, -1.6225)
H (0.5591, -3.7458, -1.5019)
H (1.2088, -6.0166, -2.2014)
H (-0.3088, -7.3601, -3.6156)
H (-2.4773, -6.4220, -4.3434)
H (-3.1281, -4.1493, -3.6697)
S (-0.3914, 2.2671, -0.1808)
C (-2.0812, 2.6257, 0.0320)
C (-3.0359, 1.6195, 0.2166)
C (-4.3647, 1.9583, 0.3917)
C (-4.7503, 3.2946, 0.3835)
C (-3.8054, 4.2953, 0.1980)
C (-2.4725, 3.9689, 0.0218)
H (-2.7222, 0.5838, 0.2201)
H (-5.1038, 1.1817, 0.5399)
H (-5.7902, 3.5565, 0.5260)
H (-4.1090, 5.3333, 0.1944)
H (-1.7280, 4.7414, -0.1202)

=====

2.
The following is a quantum chemistry calculation of a structure of composition C44H46F5NP2SSi2V, from the OMol25 dataset.

## Properties
**E**: -132308.997 eV
**Kohn-Sham gap (spin up / spin down)**: 5.8879 / 5.6239 eV
**2S+1**: 4
**Energy relative to the best compared isomer or geometry (same formula, charge and spin)**: 35.8 kcal/mol
**LUMO energy (spin up / spin down)**: -0.2 / -0.4 eV
**Net charge**: 0
**Molar mass**: 884.98 g/mol
**Strongest force on any atom**: 1.6 eV Å⁻¹

Atoms and positions in Å:
V (-0.2387, -0.0090, 0.1462)
C (-3.3285, 0.4891, -1.3424)
C (-3.6136, -0.7480, -0.4741)
P (-2.0590, -1.6245, -0.0339)
C (-1.3081, -1.9438, -1.6790)
C (-2.0276, -2.0345, -2.8757)
C (-1.3666, -2.2063, -4.0788)
C (0.0284, -2.2810, -4.1199)
C (0.7627, -2.2010, -2.9510)
C (0.0891, -2.0433, -1.7397)
C (-2.5946, -3.2256, 0.6053)
C (-2.2716, -3.5443, 1.9223)
C (-2.6500, -4.7699, 2.4597)
C (-3.3443, -5.6798, 1.6779)
C (-3.6652, -5.3679, 0.3595)
C (-3.2908, -4.1460, -0.1762)
P (-1.9119, 1.5057, -0.7115)
C (-2.8181, 2.7296, 0.2906)
C (-3.4042, 2.2729, 1.4713)
C (-4.1752, 3.1196, 2.2520)
C (-4.3555, 4.4411, 1.8640)
C (-3.7686, 4.9041, 0.6944)
C (-3.0070, 4.0517, -0.0958)
C (-1.3725, 2.4708, -2.1618)
C (-0.3019, 3.3482, -1.9697)
C (0.1673, 4.1298, -3.0136)
C (-0.4195, 4.0337, -4.2695)
C (-1.4752, 3.1575, -4.4741)
C (-1.9528, 2.3804, -3.4235)
H (-4.2100, 1.1213, -1.4366)
H (-3.0406, 0.1526, -2.3353)
H (-4.3041, -1.4242, -0.9807)
H (-4.0798, -0.4675, 0.4719)
H (-3.1100, -1.9599, -2.8729)
H (-1.9387, -2.2785, -4.9959)
H (0.5349, -2.4135, -5.0677)
H (1.8464, -2.2749, -2.9481)
H (0.7041, -2.0713, -0.8453)
H (-1.7165, -2.8384, 2.5285)
H (-2.3938, -5.0115, 3.4832)
H (-3.6311, -6.6391, 2.0897)
H (-4.2018, -6.0815, -0.2527)
H (-3.5339, -3.9202, -1.2094)
H (-3.2385, 1.2536, 1.8003)
H (-4.6210, 2.7513, 3.1674)
H (-4.9479, 5.1098, 2.4754)
H (-3.8999, 5.9352, 0.3915)
H (-2.5628, 4.4274, -1.0081)
H (0.1752, 3.4197, -0.9959)
H (1.0002, 4.8018, -2.8477)
H (-0.0516, 4.6392, -5.0884)
H (-1.9348, 3.0770, -5.4511)
H (-2.7841, 1.7144, -3.6090)
C (0.1485, -1.0451, 3.9047)
Si (1.4701, -0.6370, 2.6390)
C (1.5185, -2.1082, 1.5027)
C (3.0928, -0.5193, 3.5376)
C (0.9269, 0.9048, 1.7530)
C (1.8269, 1.3365, 0.6218)
C (2.9455, 2.1692, 0.6416)
C (3.5597, 2.5137, -0.5445)
C (3.0824, 2.0270, -1.7558)
C (1.9885, 1.2016, -1.7347)
N (1.3654, 0.8873, -0.5840)
Si (0.4888, 2.2987, 2.8959)
C (0.2444, 3.8730, 1.9334)
C (-1.0946, 1.9645, 3.8455)
C (1.7806, 2.6611, 4.1945)
H (0.2848, -2.0749, 4.2570)
H (-0.8570, -0.9514, 3.4856)
H (0.2005, -0.3933, 4.7814)
H (1.8700, -2.9632, 2.0910)
H (2.2292, -1.9751, 0.6754)
H (0.5312, -2.4014, 1.1195)
H (3.0002, -0.9752, 4.5293)
H (3.4227, 0.5118, 3.6682)
H (3.8788, -1.0438, 2.9868)
H (3.3316, 2.5191, 1.5910)
H (4.4348, 3.1526, -0.5274)
H (3.5721, 2.2567, -2.6918)
H (1.5761, 0.7781, -2.6409)
H (-0.6138, 3.7967, 1.2592)
H (1.1244, 4.1404, 1.3423)
H (0.0436, 4.6976, 2.6261)
H (-1.7081, 1.2029, 3.3638)
H (-1.6908, 2.8793, 3.9310)
H (-0.8727, 1.6171, 4.8583)
H (2.7819, 2.8107, 3.7797)
H (1.8431, 1.8443, 4.9211)
H (1.5067, 3.5713, 4.7400)
F (9.6677, -0.0829, -0.5204)
C (8.3706, -0.3951, -0.6671)
C (7.9279, -1.0532, -1.7967)
F (8.8111, -1.3846, -2.7527)
C (6.5893, -1.3611, -1.9445)
F (6.2460, -1.9924, -3.0792)
C (5.6140, -1.0395, -0.9951)
S (3.9171, -1.3931, -1.2230)
C (6.1158, -0.3906, 0.1322)
F (5.2874, -0.0510, 1.1435)
C (7.4499, -0.0621, 0.3012)
F (7.8571, 0.5798, 1.4090)

=====

3.
The following is a quantum chemistry calculation of a structure of composition C44H46GeOP2SeSn, from the OMol25 dataset.

## Properties
**E**: -194682.036 eV
**Kohn-Sham gap**: 8.2227 eV
**Energy relative to the best compared isomer or geometry (same formula, charge and spin)**: 0.0 kcal/mol
**LUMO energy**: -5.2 eV
**Net charge**: +2
**Molar mass**: 923.08 g/mol
**Strongest force on any atom**: 0.3 eV Å⁻¹

Atoms and positions in Å:
Sn (1.0768, 0.0936, 0.8618)
C (-5.4323, 0.8105, 3.6324)
C (-3.8988, 0.7434, 3.6629)
C (-3.4004, 0.9144, 5.1086)
C (-3.3164, 1.8571, 2.7929)
C (-3.8104, 3.1587, 2.8287)
C (-3.2825, 4.1748, 2.0415)
C (-2.2260, 3.9073, 1.1900)
C (-1.6960, 2.6212, 1.1352)
P (-0.2477, 2.2924, 0.1019)
C (-0.7366, 2.5269, -1.6194)
C (0.2536, 2.6733, -2.5967)
C (-0.1007, 2.8279, -3.9274)
C (-1.4426, 2.8307, -4.2932)
C (-2.4272, 2.6819, -3.3278)
C (-2.0797, 2.5319, -1.9904)
C (0.9319, 3.6013, 0.5342)
C (1.5594, 3.5202, 1.7790)
C (2.3982, 4.5377, 2.2048)
C (2.6138, 5.6430, 1.3918)
C (1.9872, 5.7321, 0.1572)
C (1.1449, 4.7165, -0.2751)
C (-2.2425, 1.6325, 1.9472)
O (-1.6424, 0.3960, 1.8582)
C (-2.3539, -0.7113, 2.2656)
C (-1.9231, -1.9205, 1.7329)
C (-2.5816, -3.0929, 2.0914)
C (-3.6388, -3.0338, 2.9830)
C (-4.0490, -1.8048, 3.4866)
C (-3.4321, -0.6085, 3.1264)
P (-0.5778, -1.9609, 0.5346)
C (0.5494, -3.2719, 1.0389)
C (1.4025, -3.8352, 0.0874)
C (2.3783, -4.7395, 0.4763)
C (2.5163, -5.0758, 1.8177)
C (1.6773, -4.5107, 2.7676)
C (0.6952, -3.6071, 2.3845)
C (-1.3119, -2.3910, -1.0523)
C (-1.4388, -3.7096, -1.4844)
C (-2.0972, -3.9801, -2.6760)
C (-2.6336, -2.9440, -3.4284)
C (-2.5166, -1.6281, -2.9957)
C (-1.8528, -1.3503, -1.8110)
H (-5.7900, 1.7637, 4.0185)
H (-5.8697, 0.0400, 4.2655)
H (-5.8132, 0.6832, 2.6181)
H (-3.7183, 1.8788, 5.5088)
H (-2.3110, 0.8657, 5.1592)
H (-3.8091, 0.1284, 5.7457)
H (-4.6315, 3.3929, 3.4935)
H (-3.6936, 5.1731, 2.0995)
H (-1.8033, 4.6959, 0.5777)
H (1.2988, 2.7070, -2.3183)
H (0.6679, 2.9595, -4.6783)
H (-1.7191, 2.9651, -5.3309)
H (-3.4713, 2.6912, -3.6115)
H (-2.8563, 2.4185, -1.2435)
H (1.3816, 2.6778, 2.4378)
H (2.8812, 4.4695, 3.1702)
H (3.2663, 6.4392, 1.7251)
H (2.1492, 6.5971, -0.4723)
H (0.6573, 4.8023, -1.2369)
H (-2.2646, -4.0441, 1.6795)
H (-4.1510, -3.9386, 3.2805)
H (-4.8812, -1.7812, 4.1783)
H (1.2820, -3.5925, -0.9623)
H (3.0229, -5.1920, -0.2666)
H (3.2755, -5.7849, 2.1214)
H (1.7827, -4.7773, 3.8109)
H (0.0390, -3.1785, 3.1315)
H (-1.0293, -4.5227, -0.8983)
H (-2.1967, -5.0032, -3.0141)
H (-3.1483, -3.1632, -4.3549)
H (-2.9409, -0.8233, -3.5822)
H (-1.7569, -0.3221, -1.4736)
C (6.3670, 0.2370, -1.5898)
Ge (5.3115, -1.1803, -2.3802)
C (4.7998, -0.7663, -4.2056)
C (6.1112, -2.9352, -2.2012)
C (3.6709, -1.3132, -1.2473)
Se (2.3381, 0.0630, -1.6025)
C (1.3498, -0.8333, -3.0138)
H (7.2598, 0.4238, -2.1865)
H (6.6805, -0.0392, -0.5827)
H (5.7933, 1.1641, -1.5409)
H (5.6907, -0.4869, -4.7693)
H (4.1093, 0.0782, -4.2469)
H (4.3503, -1.6301, -4.6972)
H (7.0993, -2.9599, -2.6616)
H (5.4886, -3.6872, -2.6877)
H (6.2221, -3.1919, -1.1466)
H (3.9737, -1.1970, -0.2049)
H (3.1752, -2.2769, -1.3481)
H (2.0841, -1.0923, -3.7711)
H (0.6224, -0.1320, -3.4140)
H (0.8582, -1.7189, -2.6233)